Formula: CH4BrOV
Source: the Open Molecules 2025 dataset
Level of theory: ωB97M-V/def2-TZVPD

Each line ends with the Löwdin charge.
Element x y z (Å)
H (0.03, -0.39, 0.37)  -0.091
Br (-1.87, -1.93, 0.09)  -0.185
H (1.61, 1.67, -0.58)  0.074
C (1.00, 0.77, -0.62)  -0.216
H (0.08, 0.99, -1.16)  0.077
O (0.64, 0.30, 0.62)  -0.157
V (-3.13, -1.49, 2.45)  0.422
H (1.64, 0.08, -1.18)  0.075

## Properties
total charge = 0
frontier orbital gap (alpha / beta) = 6.14 / 7.99 eV
2S+1 = 5
maximum force = 0.03045 Eh/bohr